Below is a cluster of 3 separate species, C6H14O2 in total in a non-equilibrium geometry, with properties calculated with ωB97M-V/def2-TZVPD.

Atoms and positions in Å:
C 0.342 0.919 -2.127
C -0.637 0.056 -1.777
C -0.967 -1.049 -2.714
C -1.371 0.326 -0.445
C -0.950 1.338 0.302
C -2.063 -0.858 0.078
H 0.609 1.844 -1.487
H 0.794 1.043 -3.185
H -0.057 -1.482 -3.102
H -1.387 -0.519 -3.675
H -1.677 -1.858 -2.414
H -0.946 1.347 1.308
H -0.805 2.214 -0.168
H -2.438 -0.843 1.102
H -1.337 -1.737 0.192
H -2.852 -0.981 -0.729
O 1.377 -4.502 3.360
H 1.535 -5.171 3.931
H 2.029 -3.815 3.344
O 3.724 4.770 3.016
H 2.820 4.656 2.740
H 4.255 4.301 2.448

Calculated values
- E: -10540.607 eV
- LUMO energy: 0.58 eV
- Largest force on an atom: 4.83 eV/Å
- ΔE to the lowest compared entry with this formula, charge and spin: 4.010 eV
- HOMO-LUMO gap: 8.94 eV

The Mulliken scheme yields these atomic charges, measured in e:
1. C -0.9317
2. C 0.7405
3. C -1.2660
4. C 0.7798
5. C -1.1313
6. C -1.2437
7. H 0.2102
8. H 0.2449
9. H 0.3615
10. H 0.2622
11. H 0.3417
12. H 0.3150
13. H 0.4073
14. H 0.3497
15. H 0.2789
16. H 0.2812
17. O -0.6168
18. H 0.2963
19. H 0.3203
20. O -0.6192
21. H 0.3164
22. H 0.3027